1.
Entry from the Open Molecules 2025 dataset: an isolated molecule of C11H15NSSi in a non-equilibrium geometry (the ωB97M-V functional and the def2-TZVPD basis).

Geometry as XYZ:
```
29
Properties=species:S:1:pos:R:3:nbo_charge:R:1
C -4.51875 -1.09488 -0.02432 -0.207
C -4.84729 0.25382 -0.27446 -0.211
C -3.23204 -1.51621 0.13224 -0.183
C -3.84205 1.21083 -0.46269 -0.215
C -2.24713 -0.53912 0.01303 0.079
C -2.55338 0.77634 -0.21285 -0.228
C -0.18857 0.14724 -0.09376 -0.283
C 4.01467 0.76078 1.40888 -0.603
C 2.23044 1.37654 -1.26589 -1.124
C 1.72802 -1.86417 -0.70547 -1.125
C 2.52529 0.21780 1.53226 -0.847
N -0.91157 -0.88313 0.01613 -0.449
Si 1.71734 -0.11730 -0.20321 1.602
S -1.07136 1.64562 -0.36781 0.363
H -5.37836 -1.72185 -0.01029 0.205
H -5.91640 0.30721 -0.28117 0.218
H -3.04923 -2.48884 0.08233 0.214
H -4.08934 2.30444 -0.49637 0.226
H 4.61393 0.02887 0.95265 0.202
H 4.04980 1.59835 0.77265 0.193
H 4.40383 1.21942 2.34188 0.213
H 3.24807 1.32616 -1.63237 0.239
H 1.55117 1.29908 -2.18531 0.247
H 2.23928 2.29973 -0.61881 0.254
H 2.66208 -2.19276 -0.97798 0.236
H 1.15711 -2.41392 0.02859 0.275
H 1.14025 -1.91243 -1.62014 0.251
H 1.87043 0.76234 2.26518 0.241
H 2.69375 -0.78995 1.88710 0.219
```

**LUMO level**: 0.7 eV
**Highest occupied orbital energy**: -8.7 eV
**Total energy**: -1170.579277 Ha
**Molar mass**: 221.40 g mol⁻¹
**SMILES string**: CC[Si](C)(C)c1nc2ccccc2s1

---

2.
Entry from the Open Molecules 2025 dataset: a 9-piece molecular cluster, C11H16Br2Cl24N overall in a non-equilibrium geometry (the ωB97M-V functional and the def2-TZVPD basis).

Geometry as XYZ:
```
54
Properties=species:S:1:pos:R:3:nbo_charge:R:1
C 0.35169 -2.36023 0.43278 -0.715
C -0.53628 -1.00703 0.17398 -0.258
Br -0.97419 -0.26537 2.02352 0.029
C 0.24178 0.19776 -0.61914 -0.315
N 1.17349 -0.25673 -1.72367 -0.625
Br 0.32049 -1.37717 -3.00977 0.348
H 0.63961 -2.95768 -0.53615 0.224
H -0.33904 -3.09793 1.06827 0.278
H 1.29373 -2.15707 1.12885 0.251
H -1.55095 -1.31086 -0.33687 0.259
H -0.57567 0.88927 -1.14755 0.266
H 0.84290 0.90604 0.11661 0.283
H 2.08955 -0.65241 -1.38769 0.462
H 1.42829 0.62027 -2.27052 0.470
C 4.58207 -2.46163 2.65446 -0.277
Cl 3.49986 -2.34229 4.05231 0.038
Cl 3.72643 -2.02305 1.16613 -0.027
Cl 6.00572 -1.43127 2.88018 0.040
H 4.91758 -3.49810 2.56616 0.240
C -0.21860 -6.58092 2.16281 -0.289
Cl -1.30081 -6.46158 3.56065 0.029
Cl -1.07423 -6.14235 0.67447 0.002
Cl 1.20506 -5.55056 2.38853 -0.003
H 0.11691 -7.61740 2.07450 0.249
C 0.94984 4.23360 -0.84280 -0.285
Cl 1.58154 3.67206 -2.40005 0.007
Cl -0.62736 3.49805 -0.50961 0.017
Cl 2.09378 3.86945 0.46035 0.030
H 0.82027 5.31766 -0.89441 0.247
C 2.21925 -9.61536 1.01711 -0.282
Cl 1.90163 -9.25988 2.72361 0.018
Cl 2.19551 -11.36385 0.73107 0.037
Cl 1.03596 -8.79943 -0.01898 0.011
H 3.21421 -9.23883 0.76627 0.234
C 2.54687 6.22716 -5.56801 -0.278
Cl 2.22925 6.58264 -3.86151 0.002
Cl 2.52313 4.47867 -5.85405 0.001
Cl 1.36358 7.04308 -6.60410 0.038
H 3.54184 6.60368 -5.81885 0.238
C -4.03602 -1.55357 3.78648 -0.292
Cl -4.80574 -1.62914 5.38060 0.029
Cl -3.43405 -3.15052 3.31006 0.017
Cl -5.17063 -0.93017 2.57676 0.016
H -3.18609 -0.86898 3.84653 0.230
C -2.13757 9.51576 -5.66951 -0.280
Cl -1.50587 8.95423 -7.22675 0.017
Cl -3.71477 8.78021 -5.33632 0.021
Cl -0.99363 9.15162 -4.36636 0.011
H -2.26714 10.59983 -5.72111 0.235
C -4.55417 2.98907 3.59481 -0.276
Cl -3.92159 2.91029 1.94163 0.000
Cl -4.36400 1.42670 4.40872 0.011
Cl -3.74292 4.27050 4.51089 0.027
H -5.62050 3.22375 3.54472 0.238
```

**LUMO level**: -5.1 eV
**Highest occupied orbital energy**: -12.5 eV
**Total energy**: -16675.747287 Ha
**Molar mass**: 1172.94 g mol⁻¹
**Net charge**: +1

---

3.
Entry from the Open Molecules 2025 dataset: a 4-piece molecular cluster, C11H16Cl2O9 overall in a non-equilibrium geometry (the ωB97M-V functional and the def2-TZVPD basis).

Geometry as XYZ:
```
38
Properties=species:S:1:pos:R:3:nbo_charge:R:1
C -1.28410 -2.17310 3.25085 -0.102
C -0.13230 -1.46387 3.93755 -0.100
O 0.20743 -0.45285 2.97230 -0.485
C -0.18790 -0.88132 1.75646 0.976
O 0.11890 -0.39606 0.72087 -0.576
O -1.00796 -1.96181 1.87694 -0.499
H -2.25545 -1.76074 3.53144 0.189
H -1.31059 -3.23278 3.50295 0.204
H 0.73726 -2.10474 4.09746 0.187
H -0.35488 -0.96850 4.87891 0.208
C 1.51970 5.02117 0.87755 -0.096
C 2.34769 3.72134 1.02459 -0.097
O 1.37758 2.69629 0.91770 -0.489
C 0.19374 3.21141 0.50041 0.975
O -0.76668 2.57372 0.22912 -0.571
O 0.25122 4.56563 0.44685 -0.485
H 1.99392 5.70603 0.17766 0.198
H 1.41804 5.52940 1.83807 0.184
H 2.90615 3.71293 1.95861 0.197
H 3.07885 3.60630 0.22066 0.188
C -2.15331 -3.34295 -1.17136 -0.099
C -1.32261 -2.27901 -1.90589 -0.094
O -1.38910 -2.72318 -3.26681 -0.490
C -1.81732 -4.00935 -3.31096 0.969
O -1.89555 -4.65568 -4.30035 -0.574
O -2.12984 -4.45503 -2.07210 -0.497
H -3.18746 -3.02005 -1.05025 0.180
H -1.71188 -3.60947 -0.21846 0.203
H -0.27866 -2.27517 -1.59943 0.190
H -1.77888 -1.30394 -1.77062 0.207
Cl 3.09027 0.82570 -2.95875 -0.066
C 1.71549 0.64658 -1.85513 -0.397
C 0.42138 1.13203 -2.46613 -0.399
Cl -0.10676 0.10718 -3.81833 -0.054
H 1.89494 1.18519 -0.92537 0.232
H 1.62559 -0.39264 -1.54020 0.224
H 0.53173 2.16976 -2.77357 0.214
H -0.35869 1.05155 -1.71327 0.246
```

**LUMO level**: 0.3 eV
**Highest occupied orbital energy**: -10.3 eV
**Total energy**: -2026.326552 Ha
**Molar mass**: 363.15 g mol⁻¹
**SMILES string**: O=C1OCCO1.O=C1OCCO1.O=C1OCCO1.ClCCCl

---

4.
Entry from the Open Molecules 2025 dataset: C11H16ClO2PTi as an isolated structure in a non-equilibrium geometry (the ωB97M-V functional and the def2-TZVPD basis).

Geometry as XYZ:
```
32
Properties=species:S:1:pos:R:3:nbo_charge:R:1
Cl -2.03819 -2.07172 -0.20245 -0.411
C 1.80391 -2.08165 -1.77866 -0.254
C 2.47644 -0.84014 -1.44798 -0.258
C 1.60744 0.24384 -1.80723 -0.343
H 3.50002 -0.77093 -1.09555 0.296
C 0.39482 -0.31846 -2.35407 -0.008
C 0.53031 -1.74993 -2.32633 -0.208
H -0.22329 -2.44038 -2.70977 0.312
H 2.21588 -3.08160 -1.66405 0.300
H 1.80951 1.30386 -1.73832 0.297
C -0.76012 0.43381 -2.90858 -0.665
Ti 0.65989 -0.88278 -0.16425 0.965
C 2.11958 0.10144 1.07058 0.555
C 0.92231 -2.49902 1.25571 0.562
O 2.92098 0.58470 1.76117 -0.314
O 1.06651 -3.24626 2.13173 -0.264
H -0.79565 1.45329 -2.50897 0.240
H -1.70661 -0.07103 -2.67257 0.271
H -0.68806 0.51158 -4.00478 0.300
C 0.01667 2.08756 2.27101 -0.949
P -0.67429 0.68709 1.34505 0.979
C -1.63053 -0.12926 2.66016 -0.931
C -1.94111 1.50652 0.33441 -0.935
H 0.74505 1.73966 3.01405 0.259
H -0.79592 2.62339 2.79139 0.288
H 0.51871 2.78174 1.58521 0.259
H -2.33878 0.59218 3.10259 0.285
H -2.17353 -0.97915 2.22155 0.290
H -0.94997 -0.49735 3.44187 0.259
H -2.64069 2.04349 0.99630 0.286
H -1.46820 2.22189 -0.35597 0.254
H -2.48311 0.74363 -0.24327 0.283
```

**LUMO level**: -10.7 eV
**Highest occupied orbital energy**: -17.0 eV
**Total energy**: -2229.627748 Ha
**Molar mass**: 294.54 g mol⁻¹
**Net charge**: +2

---

5.
Entry from the Open Molecules 2025 dataset: C11H16FeN4O5 as an isolated structure in a non-equilibrium geometry (the ωB97M-V functional and the def2-TZVPD basis).

Geometry as XYZ:
```
37
Properties=species:S:1:pos:R:3:mulliken_spin:R:1
Fe -0.50627 -0.44824 0.09810 1.076
O 0.18857 5.01489 2.35596 0.000
C -0.05371 3.81026 1.84056 0.001
C -0.78076 3.61578 0.65708 -0.001
C -0.93737 2.32317 0.21657 0.006
N -0.35973 1.30979 0.84046 -0.031
C 0.13376 1.45654 2.06377 0.006
C 0.35030 2.70007 2.59967 -0.001
C 0.11157 0.11605 2.75668 -0.008
O 0.55689 -0.07724 3.85385 0.005
O -0.49310 -0.78689 1.99504 0.002
C -1.93489 1.78126 -0.77798 -0.007
O -2.57147 2.47368 -1.52415 0.005
O -2.02292 0.46362 -0.67452 0.001
H -0.17606 5.71972 1.80596 0.000
H -1.27266 4.42639 0.13456 0.000
H 0.74560 2.81740 3.59882 0.000
N 0.14511 -0.03248 -1.86687 -0.023
C 0.28399 -1.25279 -2.68794 -0.002
C -0.73673 -2.24998 -2.15626 0.000
N -0.68546 -2.31947 -0.67507 -0.012
C 0.38552 -3.18775 -0.12805 0.000
C 1.72129 -2.45909 -0.14346 -0.001
N 1.47053 -1.12596 0.44335 -0.023
H 0.90928 0.62785 -1.97259 0.001
H -0.69596 0.44042 -2.18575 0.001
H 0.06896 -1.04442 -3.73663 -0.001
H 1.30231 -1.62484 -2.64184 0.000
H -1.73743 -1.90977 -2.42418 0.000
H -0.58510 -3.23857 -2.59406 0.000
H -1.57566 -2.69303 -0.35558 0.003
H 0.11569 -3.41223 0.90442 0.000
H 0.44157 -4.12868 -0.67882 0.000
H 2.44462 -3.01884 0.45046 -0.001
H 2.13723 -2.36194 -1.14100 0.000
H 1.38756 -1.26392 1.44673 0.001
H 2.22493 -0.46075 0.30274 0.001
```

**LUMO level (spin up / spin down)**: -4.0 / -3.9 eV
**Highest occupied orbital energy (spin up / spin down)**: -13.2 / -13.1 eV
**Total energy**: -2287.554678 Ha
**Molar mass**: 340.12 g mol⁻¹
**Spin multiplicity**: 2
**Net charge**: +1

---

6.
Entry from the Open Molecules 2025 dataset: C11H16GaN4O4 as an isolated structure (the ωB97M-V functional and the def2-TZVPD basis).

Geometry as XYZ:
```
36
Properties=species:S:1:pos:R:3:nbo_charge:R:1
Ga -0.18847 -0.08177 0.06232 1.900
O -2.11367 2.83403 -1.73868 -0.555
C -1.63377 2.12753 -0.89588 0.743
O -1.70147 0.82373 -0.86338 -0.856
C -0.88497 2.68303 0.32142 0.123
C -1.07617 3.90143 0.95512 -0.190
C -0.53027 4.07153 2.22522 -0.115
C 0.03563 2.98643 2.88972 -0.192
C 0.18913 1.80143 2.18632 0.131
N -0.16017 1.74213 0.90912 -0.587
C 0.46933 0.40293 2.74802 0.742
O 1.06483 0.22663 3.77472 -0.555
O -0.04467 -0.53097 1.99392 -0.857
H -1.65367 4.67943 0.48052 0.262
H -0.61717 5.02373 2.72562 0.245
H 0.32623 3.04703 3.92622 0.261
N 0.46843 -0.04217 -2.11428 -0.860
C 0.14773 -1.34507 -2.71168 -0.237
C -0.99657 -2.00807 -1.93768 -0.244
N -0.77837 -1.97167 -0.48448 -0.709
C 0.14683 -2.95977 0.08642 -0.244
C 1.61683 -2.56927 -0.11008 -0.237
N 1.81413 -1.14887 0.21112 -0.860
H 1.40623 0.25063 -2.37938 0.402
H -0.16417 0.65613 -2.50408 0.423
H -0.16487 -1.24247 -3.75518 0.231
H 1.03583 -1.97747 -2.69118 0.201
H -1.91017 -1.43917 -2.13048 0.248
H -1.12707 -3.03627 -2.29098 0.223
H -1.68567 -2.13917 -0.04908 0.433
H -0.05547 -2.99407 1.15982 0.249
H -0.02417 -3.95167 -0.34298 0.222
H 2.22223 -3.21117 0.53642 0.232
H 1.92463 -2.75397 -1.13978 0.202
H 2.00233 -1.06647 1.20872 0.423
H 2.64073 -0.78837 -0.26148 0.402
```

**LUMO level**: -3.4 eV
**Highest occupied orbital energy**: -13.0 eV
**Total energy**: -2873.458873 Ha
**Molar mass**: 338.00 g mol⁻¹
**Net charge**: +1

---

7.
Entry from the Open Molecules 2025 dataset: an isolated ion of composition C11H16IN2O and charge +1 in a non-equilibrium geometry (the ωB97M-V functional and the def2-TZVPD basis).

Geometry as XYZ:
```
31
Properties=species:S:1:pos:R:3:nbo_charge:R:1
C -2.82035 1.66314 -0.16949 -0.182
C -3.53568 1.33810 -1.31572 -0.173
C -1.58332 1.16588 0.14566 -0.229
C -2.99374 0.24672 -2.00824 -0.237
C -0.97682 0.27539 -0.73840 -0.094
C -1.75995 -0.31849 -1.80852 -0.152
C 1.29831 0.89850 0.00043 0.616
C -0.65083 -1.70039 1.17225 -0.409
C 1.23141 -2.50230 -0.33379 -0.430
C 2.03064 3.13266 -0.31070 -0.268
C 0.41286 -0.21596 -0.61614 -0.143
N 1.73317 0.59730 1.18908 -0.795
N 0.61963 -1.35636 0.39162 -0.372
O 1.42415 1.96363 -0.78342 -0.472
I -1.35948 -1.85337 -3.21446 0.215
H -3.34217 2.16550 0.73670 0.229
H -4.54524 1.77723 -1.48532 0.252
H -1.28090 1.49730 1.16262 0.245
H -3.38750 -0.11152 -2.90023 0.223
H -0.42801 -2.62722 1.61436 0.224
H -0.79491 -0.94695 1.93117 0.243
H -1.46668 -1.98019 0.40283 0.247
H 0.43122 -3.07369 -0.89543 0.243
H 1.86160 -2.13297 -1.20569 0.234
H 1.86594 -2.99433 0.34627 0.230
H 2.35928 3.70602 -1.18343 0.228
H 2.93060 2.88493 0.38161 0.184
H 1.28324 3.76792 0.26051 0.206
H 0.63670 -0.46918 -1.64763 0.266
H 2.44203 1.33396 1.59184 0.393
H 1.28892 -1.02602 1.04630 0.475
```

**LUMO level**: -2.8 eV
**Highest occupied orbital energy**: -12.3 eV
**Total energy**: -910.877999 Ha
**Molar mass**: 319.17 g mol⁻¹
**SMILES string**: [H]/N=C(\OC)[C@H](c1ccccc1I)[NH+](C)C
**Net charge**: +1

---

8.
Entry from the Open Molecules 2025 dataset: an isolated molecule of C11H16N2 in a non-equilibrium geometry (the ωB97M-V functional and the def2-TZVPD basis).

Geometry as XYZ:
```
29
Properties=species:S:1:pos:R:3:nbo_charge:R:1
C 4.55896 -0.09620 0.58143 -0.614
C 3.16119 -0.07324 0.04545 -0.081
C 2.53581 1.15089 -0.15889 -0.181
C 1.18367 1.28140 -0.32419 -0.290
C 0.28976 0.17079 -0.42413 0.272
C 0.89600 -1.09634 -0.37160 -0.335
C 2.30325 -1.17458 -0.14952 -0.168
C -1.75133 -0.92248 -0.93323 -0.233
C -2.55424 -1.41861 0.27583 -0.235
C -3.17197 0.97565 0.28167 -0.229
C -1.81571 1.48455 -0.15844 -0.222
H 4.51691 0.17575 1.69651 0.212
H 5.06008 0.70290 0.01359 0.217
H 4.96554 -1.04436 0.46068 0.212
H 3.02746 2.08754 -0.04707 0.201
H 0.65450 2.24422 -0.29250 0.203
H 0.39077 -2.10371 -0.45381 0.211
H 2.69939 -2.15955 0.05710 0.196
H -2.40659 -0.66925 -1.82244 0.194
H -0.96949 -1.64724 -1.34697 0.235
H -1.82053 -1.99770 0.96023 0.196
H -3.35432 -2.07773 -0.09629 0.179
H -3.59447 -0.34889 1.81053 0.380
H -3.79132 1.71401 0.86111 0.218
H -3.82572 0.70337 -0.63579 0.161
H -1.38644 1.85490 0.73771 0.204
H -1.87887 2.22209 -0.94129 0.195
N -1.00061 0.33184 -0.67540 -0.441
N -2.92166 -0.27002 1.04973 -0.655
```

**LUMO level**: 0.9 eV
**Highest occupied orbital energy**: -7.1 eV
**Total energy**: -538.197194 Ha
**Molar mass**: 176.26 g mol⁻¹
**SMILES string**: Cc1ccc(N2CCNCC2)cc1